# 1
DFT (ωB97M-V/def2-TZVPD) results for a cluster of 3 separate species, C6H14O2 in total at a distorted geometry.

## Properties
Energy above the lowest of the compared OMol25 structures with the same formula, charge and spin = 325.7 kJ/mol
SMILES = C=CC/C=C/C.O.O
2S+1 = 1
Energy = -10541.2407 eV
HOMO energy = -9.09 eV

```
22
Properties=species:S:1:pos:R:3:forces:R:3:mulliken_charge:R:1
C 0.1225 -0.2601 1.5671 0.1 0.9 1.8 0.0477
C -0.3001 0.2754 2.7189 -0.7 -1.3 -0.1 -0.8769
C -0.2247 -1.6073 1.0733 3.0 0.0 -3.8 -0.5575
C -0.7326 -1.4681 -0.3820 2.1 -0.4 -1.3 -0.1988
C -2.0224 -1.4486 -0.7050 0.1 1.2 -1.1 -0.2634
C -2.6631 -1.2860 -2.0951 0.1 -1.0 0.7 -0.9748
H 0.8515 0.3394 1.0154 0.0 -0.6 0.0 0.2604
H 0.1442 1.1797 3.1170 -0.4 0.1 -0.1 0.2907
H -1.0869 -0.2841 3.2936 1.0 0.8 -0.3 0.2290
H -0.9255 -2.2230 1.5354 -1.0 -0.6 1.7 0.4617
H 0.8100 -2.1812 0.9132 -2.2 0.9 0.8 0.1917
H 0.1882 -1.4313 -1.1820 -2.7 -0.1 1.6 0.2427
H -2.7958 -1.3141 0.0382 0.3 -0.5 0.8 0.3040
H -3.7403 -1.2472 -1.8839 0.2 0.5 -0.4 0.3092
H -2.5943 -2.3130 -2.5848 0.5 1.7 -0.3 0.2671
H -2.3059 -0.3340 -2.6076 -0.4 -1.7 0.2 0.2747
H 4.3296 3.2935 -1.0357 -1.9 0.8 1.9 0.3229
H 3.9947 4.2157 0.1697 1.2 2.0 1.6 0.2878
O 3.6089 3.5746 -0.3584 0.7 -2.7 -3.5 -0.6331
H 2.1121 2.2384 -0.8326 -0.2 -0.9 0.1 0.3268
H 1.1970 1.0136 -0.8283 -5.2 -1.3 0.6 0.3182
O 2.0331 1.2675 -0.9464 5.4 2.1 -0.8 -0.6300
```
Forces are in eV/Å.

=====

# 2
DFT (ωB97M-V/def2-TZVPD) results for the molecule C4H4O2 at a distorted geometry.

## Properties
Energy above the lowest of the compared OMol25 structures with the same formula, charge and spin = 125.3 kJ/mol
SMILES = C=C(C=O)C=O
2S+1 = 1
Energy = -8305.7788 eV
HOMO energy = -10.08 eV

```
10
Properties=species:S:1:pos:R:3:forces:R:3:mulliken_charge:R:1
C -1.2006 -0.4308 -0.6106 2.8 1.7 2.4 -0.8006
C 0.0011 -0.1341 0.0346 -3.2 0.8 -0.2 0.5897
C 1.3254 -0.5782 -0.4482 0.8 -1.5 -1.0 0.0602
C -0.1194 0.9111 1.1273 0.1 1.5 -0.3 0.0255
H -2.1546 0.0170 -0.2808 0.7 -0.5 -0.2 0.2727
H -1.0948 -1.0156 -1.4669 -0.4 -1.1 -1.3 0.3433
H 2.1781 -0.4907 0.3277 -0.9 0.0 -1.3 0.2873
H -1.1760 1.4409 1.0637 1.5 -1.0 0.6 0.1757
O 1.4610 -1.0826 -1.5683 0.1 1.1 2.3 -0.4847
O 0.7800 1.3628 1.8216 -1.4 -1.1 -1.0 -0.4691
```
Forces are in eV/Å.

=====

# 3
DFT (ωB97M-V/def2-TZVPD) results for a cluster of 2 separate species, C5H16N3O in total at a distorted geometry.

## Properties
Energy above the lowest of the compared OMol25 structures with the same formula, charge and spin = 316.5 kJ/mol
Total charge = +1
2S+1 = 1
Energy = -11954.1819 eV
HOMO energy = -13.29 eV

```
25
Properties=species:S:1:pos:R:3:forces:R:3:mulliken_charge:R:1
C -1.8047 -0.4520 0.8486 -3.2 -2.5 -0.5 -0.3393
C -1.8355 1.0164 1.1020 -2.0 1.7 -0.9 -1.0313
C 0.3416 -1.5047 1.5120 0.5 -3.1 2.3 0.6258
N -0.4965 -1.0942 0.5485 2.1 2.2 0.1 -0.0087
N -0.2266 -2.1832 2.6020 -1.3 0.0 -1.6 -0.4014
N 1.7429 -1.4684 1.4579 -1.4 1.9 -1.1 -0.4017
H -2.4733 -1.0842 1.6230 2.1 1.5 -1.3 0.2881
H -2.4734 -0.6481 -0.0682 1.4 0.3 1.0 0.2998
H -1.6300 1.6767 0.2434 1.3 -0.5 0.2 0.1303
H -1.5988 1.4587 2.0468 1.2 -0.2 0.5 0.3786
H 0.0553 -0.5965 -0.2113 -1.0 -0.8 0.6 0.0137
H -1.2090 -2.5884 2.5741 1.7 1.2 -0.6 0.2436
H 0.2836 -2.7606 3.2448 0.9 0.4 0.0 0.2643
H 2.1555 -0.5633 1.0064 -0.7 -2.8 1.0 0.2723
H 2.3519 -2.2264 1.8564 -1.1 1.5 -0.5 0.2526
H -2.8881 1.3436 1.0646 -0.4 -0.8 0.3 0.3878
C 1.3264 1.0132 -2.7919 -3.4 -0.7 -1.1 -0.1567
C 0.7547 2.2266 -1.9450 -1.6 -3.4 3.5 -1.0355
O 1.0876 -0.2796 -2.1763 0.2 -0.7 -0.5 -0.5373
H 0.7297 1.0110 -3.8141 1.4 0.2 1.8 0.2315
H 2.3902 0.8934 -2.9762 0.2 1.8 0.0 0.3430
H 0.7981 2.0881 -0.7711 1.2 0.1 -2.2 0.1944
H 1.5725 -0.8923 -2.7921 -0.9 0.5 1.2 0.3027
H -0.2773 2.6615 -1.8687 0.3 -1.3 -1.6 0.2812
H 1.3231 2.9526 -2.3156 2.5 3.6 -0.6 0.4020
```
Forces are in eV/Å.

=====

# 4
DFT (ωB97M-V/def2-TZVPD) results for a cluster of 11 separate species, C47H101O24P in total at a distorted geometry.

## Properties
Energy above the lowest of the compared OMol25 structures with the same formula, charge and spin = 216.2 kJ/mol
SMILES = COP(=O)(OC)OC.Oc1ccc(O)cc1.Oc1ccc(O)cc1.COCCOC.COCCOC.COCCOC.COCCOC.COCCOC.COCCOC.COCCOC.COCCOC
2S+1 = 1
Energy = -108794.8680 eV
HOMO energy = -8.26 eV

```
173
Properties=species:S:1:pos:R:3:forces:R:3:mulliken_charge:R:1
C -29.5900 -1.7463 -19.3055 -0.9 -0.8 -0.1 -0.3438
C -30.5287 -0.7903 -18.9351 0.5 1.0 -0.3 -0.7718
C -30.1354 0.5448 -18.8634 0.1 -0.2 1.3 0.5582
C -28.8136 0.9085 -19.0988 0.3 -0.6 -0.3 -0.5796
C -27.9129 -0.0644 -19.5021 -0.3 0.0 -0.4 0.0259
C -28.3150 -1.3984 -19.6671 1.1 1.1 0.4 0.0872
O -27.4233 -2.3624 -20.0472 -0.3 -0.4 -0.1 -0.5639
O -30.9696 1.5037 -18.3467 -0.1 1.0 -0.6 -0.5138
H -29.8539 -2.7975 -19.3264 -0.1 0.0 -0.1 0.4017
H -31.5768 -0.9699 -18.7378 0.1 -0.5 0.1 0.4128
H -28.3983 1.8945 -18.9384 -0.5 0.2 0.1 0.5301
H -26.8965 0.2672 -19.6803 0.1 -0.4 -0.1 0.1201
H -26.7405 -1.9920 -20.6124 0.1 0.1 0.1 0.2977
H -31.5413 1.2188 -17.6327 0.1 -0.5 -0.1 0.2962
C -31.3859 6.9521 -19.3666 0.5 -0.6 0.1 -0.3946
C -31.9974 7.8486 -18.5138 -0.2 0.4 -1.4 -1.0791
C -32.4248 9.0434 -19.1094 -1.3 0.2 0.9 0.4077
C -32.0941 9.4291 -20.3930 0.3 -0.9 0.1 -1.2325
C -31.3527 8.5282 -21.1668 -0.5 0.7 -0.3 -0.1344
C -31.1018 7.2606 -20.7045 1.0 0.1 1.1 0.0663
O -30.2931 6.4023 -21.4136 -0.5 -0.1 -0.4 0.0035
O -33.3171 9.8696 -18.4373 0.4 0.5 -0.1 -0.5695
H -31.0173 6.0110 -18.9733 -0.1 -0.1 -0.1 0.4845
H -32.1962 7.6275 -17.4764 -0.1 0.0 0.0 0.4938
H -32.4749 10.3760 -20.7457 0.2 0.0 -0.2 0.4750
H -30.9840 8.7843 -22.1528 -0.1 0.1 0.0 1.0428
H -30.4764 6.5682 -22.3602 0.1 -0.1 0.1 0.0371
H -33.9825 9.3687 -17.9618 0.2 -0.3 0.1 0.3136
C -23.3763 -3.2960 -14.9061 -0.8 -1.2 0.1 -0.7461
O -23.5414 -1.9184 -15.1709 0.4 0.7 -0.4 -0.3013
P -22.9623 -1.3306 -16.5564 0.7 1.0 0.9 1.0390
O -23.5037 -1.9639 -17.7539 -0.2 -0.1 -0.1 -0.6209
O -23.1442 0.2616 -16.3846 0.0 -1.4 0.2 -0.3346
C -24.4030 0.8496 -16.6643 -0.8 0.5 -0.6 -0.5834
O -21.3751 -1.3756 -16.3981 -0.7 -0.1 -0.1 -0.3500
C -20.6454 -2.6035 -16.5627 0.5 0.5 0.4 -0.6461
H -22.4720 -3.5897 -14.3677 0.3 0.6 -0.2 0.2705
H -23.4581 -3.8838 -15.8244 0.1 0.0 0.0 0.3682
H -24.1954 -3.6183 -14.2599 -0.1 0.2 -0.1 0.2701
H -24.8385 0.4634 -17.5885 0.2 -0.1 0.0 0.2513
H -24.2533 1.9193 -16.7959 0.2 0.0 0.0 0.2154
H -25.1665 0.7326 -15.8935 0.4 -0.3 0.3 0.3332
H -21.2423 -3.4597 -16.8643 -0.2 0.2 -0.2 0.3253
H -20.1814 -2.8152 -15.5993 0.0 -0.1 0.0 0.2618
H -19.8522 -2.3827 -17.2723 -0.1 -0.3 -0.2 0.2713
C -29.4061 12.0121 -27.1072 1.3 -0.3 0.1 -0.5099
O -29.1250 11.9421 -25.7173 -0.6 -0.1 0.3 -0.4384
C -29.0113 10.6436 -25.2084 0.4 -1.2 -0.1 -0.6147
C -27.7671 9.8738 -25.6750 -1.1 -0.3 1.7 0.3536
O -27.8585 9.2747 -26.9392 0.6 0.3 -0.3 -0.2079
C -26.7483 9.5299 -27.7667 0.0 -0.1 -1.4 -0.7889
H -28.4921 11.8065 -27.6824 -0.1 -0.1 0.0 0.0849
H -29.6232 13.0550 -27.3221 -0.7 -0.2 0.0 0.2925
H -30.1211 11.2384 -27.3881 -0.5 0.4 -0.2 0.2742
H -29.8422 9.9256 -25.3148 -0.6 0.6 -1.0 0.2713
H -29.0055 10.6504 -24.1150 0.6 0.7 0.1 0.3606
H -27.7805 9.0335 -24.9631 0.7 0.2 0.1 -0.3708
H -26.9168 10.5359 -25.4963 0.3 -0.3 -0.4 0.4314
H -26.9540 10.3976 -28.4051 0.2 0.2 0.2 0.2889
H -26.5978 8.7170 -28.4823 -0.4 -0.3 0.2 0.1929
H -25.7714 9.6385 -27.2907 -0.3 0.2 0.6 0.3794
C -22.7903 -1.0669 -26.3569 0.1 0.8 -0.6 -0.7042
O -24.0276 -0.3779 -26.3052 0.2 0.2 0.0 -0.3933
C -24.2056 0.6428 -25.3474 -0.6 0.2 1.1 -0.3580
C -23.2084 1.8207 -25.3276 0.9 -0.8 -2.1 -0.3315
O -23.7456 3.0863 -25.6475 -0.7 0.0 0.4 -0.4171
C -24.4292 3.6368 -24.5431 -0.3 0.8 0.9 -0.6145
H -21.9687 -0.3637 -26.5375 0.0 -0.1 -0.2 0.3008
H -22.9346 -1.6835 -27.2404 0.5 -0.3 0.2 0.2481
H -22.4634 -1.6432 -25.4861 -0.7 -0.1 0.2 0.2908
H -24.3016 0.1635 -24.3665 0.1 0.1 0.2 0.3525
H -25.1835 1.0700 -25.5771 0.0 0.0 0.0 0.2288
H -22.6015 1.5908 -26.2134 0.3 0.2 0.2 0.3280
H -22.5006 1.8592 -24.4986 -0.4 0.0 0.4 0.2931
H -23.7506 4.1944 -23.8851 0.2 -0.4 0.1 0.4636
H -24.9825 2.8983 -23.9542 0.2 -0.2 0.0 0.5519
H -25.1773 4.3967 -24.7814 0.1 -0.2 -0.8 -0.3338
C -32.7808 7.7267 -23.8670 0.1 0.1 -0.6 -0.9961
O -31.4636 7.2110 -24.0750 0.6 -0.1 0.7 0.2671
C -31.2985 6.4422 -25.2431 0.7 -0.9 -0.7 -0.9469
C -31.8909 5.0216 -25.2468 -1.7 1.1 -0.8 0.8938
O -33.2961 5.2887 -25.1371 -0.4 -0.5 -0.2 -0.3671
C -34.1447 4.2440 -24.7313 0.4 -0.7 0.9 -0.7707
H -33.2890 7.7604 -24.8315 -0.3 -0.3 0.2 0.5761
H -32.7409 8.7581 -23.5174 0.3 -0.1 0.2 0.2681
H -33.2981 7.1151 -23.1311 -0.3 0.0 -0.2 0.1885
H -30.2459 6.2833 -25.5012 0.3 0.5 0.7 -0.1196
H -31.6545 7.0597 -26.0721 -0.5 -0.4 -0.2 0.4247
H -31.5548 4.2873 -24.5138 0.2 0.4 0.3 -0.2341
H -31.7565 4.5577 -26.2290 0.6 0.1 0.0 0.0206
H -33.5763 3.4473 -24.2329 0.1 0.3 0.3 0.2272
H -34.7113 3.6553 -25.4626 0.1 0.7 -0.7 0.2654
H -34.8437 4.6933 -24.0265 -0.2 -0.2 0.0 0.3198
C -27.2243 6.5514 -23.6060 0.4 -0.2 1.4 -0.2437
O -26.3426 5.9098 -22.6946 1.6 -0.6 0.0 0.3960
C -26.6143 5.9152 -21.2962 -2.2 0.3 -1.5 0.7466
C -26.6161 4.5296 -20.7080 0.8 -1.2 0.2 -1.5339
O -25.4663 4.2670 -19.9296 0.5 1.2 1.4 0.4131
C -24.9320 2.9824 -19.9112 -0.5 -1.0 -2.2 -0.5661
H -27.3989 7.5885 -23.3003 0.1 0.1 -0.2 0.2267
H -28.1858 6.0282 -23.5732 -0.1 0.0 -0.5 -0.1575
H -26.6690 6.4796 -24.5376 -0.6 0.2 -0.4 -0.0511
H -27.6792 6.1854 -21.2687 0.1 0.5 0.5 -0.8274
H -26.0358 6.6850 -20.7878 0.2 -0.3 0.3 0.5515
H -26.6475 3.7386 -21.4656 -0.2 0.4 -0.5 0.6219
H -27.5375 4.4146 -20.1244 0.2 -0.1 0.4 -0.0532
H -24.2516 2.7491 -19.0981 -0.2 0.5 0.3 0.1793
H -24.3857 2.8185 -20.8551 0.4 0.1 0.2 0.2900
H -25.7119 2.2118 -20.0046 -0.1 0.0 0.6 -0.0147
C -24.2477 8.7510 -22.2040 1.0 -0.2 -0.1 0.0801
O -22.8218 8.6035 -22.0533 -0.4 -0.8 -0.6 -0.4919
C -22.5229 7.7280 -20.9856 0.1 0.1 0.8 -0.6312
C -22.5890 6.2230 -21.2903 -0.3 -0.2 -0.5 0.5103
O -21.9457 5.3586 -20.3639 -0.1 0.9 0.2 -0.4632
C -22.3685 5.5279 -19.0194 1.5 -0.4 0.6 -0.3882
H -24.7637 7.7897 -22.2923 0.1 0.0 0.4 -0.4580
H -24.4336 9.2272 -23.1668 0.1 0.5 0.3 0.2296
H -24.5305 9.3398 -21.3280 -0.8 0.0 -0.3 0.4250
H -23.2404 7.9349 -20.1809 0.1 0.1 0.1 0.3035
H -21.5263 7.9806 -20.6153 0.0 0.0 -0.1 0.3411
H -22.0805 6.0259 -22.2342 -0.2 0.1 -0.1 0.2857
H -23.6435 5.9346 -21.3601 0.0 -0.1 -0.2 -0.3199
H -21.4828 5.3396 -18.4002 0.0 -0.3 -0.1 0.3271
H -23.0938 4.7702 -18.7291 -0.5 0.4 -0.1 -0.0693
H -22.5891 6.5530 -18.7214 -0.7 -0.1 -0.4 0.2837
C -29.6149 3.0602 -22.1423 -0.6 1.6 0.9 0.0141
O -29.9180 2.8331 -23.4955 0.6 -0.8 0.2 0.1842
C -30.2083 1.4771 -23.7839 -0.4 0.3 0.2 -0.7567
C -30.2559 1.2950 -25.2711 0.4 -0.4 0.0 -0.6130
O -31.2748 2.0448 -25.9049 0.4 -1.4 0.2 -0.1685
C -31.1748 1.9372 -27.3204 0.0 1.8 0.2 -0.7513
H -29.1425 2.2729 -21.5515 0.1 -0.4 -0.6 0.1241
H -30.5036 3.3953 -21.5903 -0.3 -0.5 0.0 0.3114
H -29.0082 3.9653 -22.0510 0.4 -0.2 -0.4 -0.5619
H -31.1375 1.1425 -23.3050 -0.3 0.3 -0.1 0.3526
H -29.4769 0.7810 -23.3564 0.4 0.2 -0.2 0.4521
H -30.3462 0.2077 -25.3989 -0.4 0.0 -0.4 0.3454
H -29.2865 1.5504 -25.7122 0.1 0.2 0.1 0.2661
H -30.2694 2.4589 -27.6556 0.2 -0.2 0.0 0.2086
H -32.0013 2.5795 -27.6245 -0.1 -0.4 -0.6 0.2719
H -31.1764 0.9554 -27.7938 -0.3 -0.3 0.5 0.3563
C -28.5019 4.8024 -27.1046 0.3 0.9 1.0 -0.6495
O -27.6707 4.3139 -28.1339 -0.8 0.3 0.1 -0.5603
C -26.3550 4.0621 -27.6786 0.2 0.3 -0.6 -0.2378
C -25.3911 5.2461 -27.8275 -0.7 -0.5 0.2 -0.9315
O -25.4379 6.1288 -26.7114 0.4 -0.4 0.1 0.3521
C -24.1022 6.5723 -26.4198 -0.9 -0.3 -0.9 -0.8503
H -29.5197 5.0726 -27.3825 0.0 -0.6 -0.8 0.5628
H -28.1356 5.7523 -26.6940 0.4 0.0 -0.1 0.1702
H -28.5293 4.1235 -26.2457 -0.2 -0.3 -0.1 0.2976
H -25.9906 3.2975 -28.3686 0.1 -0.2 0.3 0.4051
H -26.3896 3.7000 -26.6486 0.3 -0.1 0.0 0.0044
H -25.6465 5.7492 -28.7660 0.0 0.3 0.1 0.4078
H -24.3863 4.8353 -27.9483 0.1 -0.1 0.1 0.5149
H -24.1205 7.1249 -25.4842 0.1 0.1 -0.1 0.0656
H -23.8179 7.1633 -27.2981 0.5 0.4 0.5 0.2652
H -23.4491 5.6959 -26.3873 0.2 0.1 0.4 0.3550
C -27.0394 6.2513 -17.5506 0.6 0.1 0.9 -0.6081
O -26.9614 7.4550 -18.2527 0.5 0.4 -0.9 -0.3183
C -28.2032 7.9478 -18.7254 0.3 -0.9 -1.0 -0.1704
C -28.0152 9.0003 -19.8258 1.1 0.1 1.9 0.6342
O -27.4948 10.1638 -19.2012 -0.4 0.7 -0.5 -0.5353
C -27.4231 11.2306 -20.1412 0.0 -0.1 0.8 -0.6236
H -27.5447 5.4356 -18.0783 -0.1 0.2 -0.1 0.1866
H -27.4715 6.4041 -16.5498 -0.4 -0.1 -0.2 0.3088
H -26.0056 5.9634 -17.3482 -0.1 -0.2 -0.2 0.2068
H -28.7557 8.2093 -17.8199 -0.6 0.5 -0.5 0.6232
H -28.6921 7.1506 -19.3047 -0.3 -0.3 0.6 -0.2291
H -28.9514 9.1644 -20.3646 -0.1 0.2 0.1 0.1557
H -27.2237 8.6677 -20.5089 -0.3 -0.4 -0.2 -0.3567
H -26.9642 12.0930 -19.6606 0.2 -0.1 0.1 0.2844
H -28.4319 11.5500 -20.4118 0.0 -0.1 -0.4 0.2795
H -26.8134 10.9338 -20.9963 -0.1 0.1 -0.3 0.1981
```
Forces are in eV/Å.

=====

# 5
DFT (ωB97M-V/def2-TZVPD) results for the molecule CH3I2NS2 at a distorted geometry.

## Properties
Energy above the lowest of the compared OMol25 structures with the same formula, charge and spin = 19.2 kJ/mol
SMILES = CN(SI)SI
2S+1 = 1
Energy = -40446.7117 eV
HOMO energy = -8.73 eV

```
9
Properties=species:S:1:pos:R:3:forces:R:3:mulliken_charge:R:1
C 0.1814 -0.1517 0.2030 -1.0 -1.6 -1.0 -0.7693
N 1.4465 0.0464 0.9611 -1.5 -3.2 -0.3 -0.0463
S 2.0551 -1.3953 1.6748 0.0 0.5 0.1 -0.0599
S 2.1031 1.4526 1.3066 0.7 1.7 0.0 -0.0638
I 2.9896 -2.6764 -0.0912 0.1 0.0 -0.2 0.0491
I 3.6737 2.1311 -0.4894 -0.3 -0.3 0.2 -0.0457
H 0.2842 -0.3309 -0.9171 0.4 0.4 1.4 0.2995
H -0.5609 -0.9771 0.5429 2.1 0.7 0.0 0.2731
H -0.4446 0.6716 0.3839 -0.5 1.7 -0.2 0.3632
```
Forces are in eV/Å.

=====

- What is the formula in the second record?
  C4H4O2